{"formula": "C32H29N7O6S2Sn", "method": "the ωB97M-V functional and the def2-TZVPD basis", "symbols": ["Sn", "O", "C", "C", "C", "N", "C", "C", "C", "O", "O", "C", "O", "O", "H", "H", "H", "C", "C", "N", "C", "C", "C", "S", "N", "C", "O", "C", "C", "C", "C", "C", "C", "H", "H", "H", "H", "H", "H", "H", "H", "H", "H", "H", "H", "H", "H", "H", "S", "C", "N", "N", "C", "C", "C", "C", "C", "C", "N", "N", "C", "C", "C", "C", "C", "C", "H", "H", "H", "H", "H", "H", "H", "H", "H", "H", "H"], "positions_angstrom": [[-0.37675, 0.82491, 0.17351], [-3.90804, 5.43379, 2.48835], [-3.12090, 4.46935, 1.97513], [-1.83121, 4.73142, 1.50688], [-1.10832, 3.67519, 1.00091], [-1.63144, 2.46078, 0.95448], [-2.84906, 2.18550, 1.40158], [-3.64378, 3.17510, 1.93083], [-3.22838, 0.71125, 1.26351], [-4.29278, 0.32952, 1.69401], [-2.32370, -0.00104, 0.66672], [0.31969, 3.76043, 0.47031], [0.88197, 4.83201, 0.44650], [0.80145, 2.61887, 0.08539], [-3.45024, 6.28105, 2.47126], [-1.38831, 5.71881, 1.53006], [-4.63501, 2.94978, 2.29573], [3.41919, -2.73496, 3.50387], [3.30060, -1.35218, 4.12712], [1.97068, -0.75645, 3.95450], [1.03983, -0.82399, 5.08533], [0.13798, -2.04682, 5.06627], [1.66568, -0.16569, 2.79775], [0.06565, 0.51384, 2.64426], [2.67679, -0.02902, 1.93424], [2.59025, 0.19252, 0.64344], [1.55296, 0.01224, -0.07590], [3.82164, 0.61733, -0.05988], [3.70881, 1.26211, -1.28846], [4.84986, 1.69642, -1.94238], [6.10032, 1.46890, -1.38467], [6.21425, 0.81843, -0.16304], [5.07580, 0.39890, 0.50379], [4.44414, -3.09466, 3.60264], [3.16748, -2.70069, 2.44382], [2.76111, -3.45487, 3.99001], [4.02531, -0.67614, 3.67753], [3.48882, -1.39145, 5.19977], [0.44091, 0.08363, 5.10071], [1.65233, -0.81338, 5.98690], [-0.49189, -2.04179, 4.17768], [-0.51530, -2.03574, 5.93934], [0.71651, -2.96999, 5.08749], [2.72759, 1.44294, -1.70420], [4.76316, 2.21741, -2.88654], [6.99036, 1.80302, -1.90235], [7.19040, 0.64205, 0.26931], [5.14409, -0.10163, 1.45969], [-0.97851, 1.34774, -2.14336], [-1.59975, -0.23501, -2.58375], [-2.39946, -0.46881, -3.56452], [-2.88881, 0.55627, -4.23128], [-3.76053, 0.36354, -5.30710], [-4.33796, 1.48466, -5.89735], [-5.18532, 1.33331, -6.98162], [-5.46882, 0.07028, -7.48133], [-4.89205, -1.04119, -6.88264], [-4.03707, -0.90777, -5.80089], [-1.16920, -1.41933, -1.96428], [-0.60043, -1.29526, -0.87437], [-0.07347, -2.50501, -0.33120], [0.65394, -3.37251, -1.13270], [1.17001, -4.53014, -0.57346], [0.95149, -4.81708, 0.76624], [0.22113, -3.93990, 1.55688], [-0.28686, -2.76909, 1.01470], [-2.71972, 1.49691, -3.89203], [-4.11984, 2.47202, -5.50724], [-5.62739, 2.21013, -7.43655], [-6.13236, -0.04637, -8.32721], [-5.10650, -2.03117, -7.26403], [-3.58585, -1.77065, -5.33401], [0.81105, -3.13161, -2.17500], [1.74276, -5.21203, -1.18803], [1.35119, -5.72672, 1.19525], [0.03777, -4.17381, 2.59641], [-0.87989, -2.07842, 1.60128]], "lumo_energy_ev": -0.64, "multiplicity": 1, "max_force_ev_per_a": 0.4, "charge": 0, "homo_energy_ev": -7.7, "molar_mass_g_mol": 790.47, "de_lowest_ev": 0.125}